# C6H15O2P

One molecule with the formula C6H15O2P (ωB97M-V/def2-TZVPD, the OMol25 dataset).

Values from the calculation:
- SMILES string = CC(C)(C)OP(C)(C)=O
- Kohn-Sham gap (eV) = 10.73
- HOMO (Eh) = -0.36665

Structure (ORCA input):
```
! wB97M-V def2-TZVPD RIJCOSX def2/J DEFGRID3
* xyz 0 1
C -1.49567 0.23339 -1.68493
C 0.77054 1.52495 -1.75401
C 0.66944 -0.93340 -1.68215
C 1.32023 -1.02667 2.16616
C -1.02181 0.57010 2.49198
C -0.05824 0.28687 -1.21644
O -1.07296 -1.81244 1.05377
O 0.06677 0.46934 0.18100
P -0.25999 -0.68136 1.44415
H -1.88775 -0.70998 -1.21743
H -2.09832 1.15997 -1.37913
H -1.39741 0.17274 -2.68240
H 1.54994 1.73557 -1.01776
H 0.00393 2.34792 -1.79554
H 1.17618 1.37826 -2.87237
H 1.67467 -0.80677 -1.42322
H 0.32086 -1.79993 -1.08315
H 0.39494 -1.21160 -2.75664
H 1.95937 -0.18149 2.27784
H 1.06736 -1.30289 3.17336
H 1.74284 -1.73941 1.52173
H -0.22194 0.83422 3.22776
H -1.46383 1.38084 1.89206
H -1.73916 0.11178 3.13537
*
```